{"formula": "C10H15NO2S", "method": "ωB97M-V/def2-TZVPD", "e_homo_ev": -8.5, "symbols": ["C", "C", "C", "C", "C", "C", "C", "C", "C", "H", "H", "H", "H", "H", "H", "H", "H", "H", "H", "H", "C", "S", "N", "O", "O", "H", "H", "H", "H"], "positions_angstrom": [[-1.551636, -1.194498, 1.311915], [-0.844412, 0.095326, 1.089581], [-1.640299, 1.346114, 1.259690], [0.589030, 0.123299, 1.205976], [1.335053, 1.341689, 1.216736], [2.716815, 1.337000, 1.389222], [3.407113, 0.131857, 1.566193], [2.703049, -1.081019, 1.535050], [1.327627, -1.090279, 1.362330], [-1.393413, -1.782913, 0.395683], [-1.204856, -1.781204, 2.184821], [-2.632049, -1.011829, 1.413487], [-1.121886, 2.229063, 0.889000], [-2.563343, 1.219953, 0.689074], [-1.924276, 1.537180, 2.314693], [0.820616, 2.287853, 1.043841], [3.255356, 2.284325, 1.388212], [4.486283, 0.136108, 1.722703], [3.232358, -2.025286, 1.656265], [0.796495, -2.042126, 1.319612], [-1.060487, -0.683957, -3.953816], [-0.790345, 0.315975, -2.482821], [-1.393150, -0.487212, -1.258613], [0.665267, 0.400017, -2.330723], [-1.483842, 1.570179, -2.750696], [-0.565070, -0.202609, -4.802145], [-0.634870, -1.673108, -3.792799], [-2.130548, -0.764088, -4.146523], [-2.400570, -0.535810, -1.435951]], "forces_ev_per_angstrom": [[-0.59, -0.55, 0.10], [-0.10, -0.15, 0.27], [-0.28, 0.17, -0.54], [1.37, 0.03, -0.15], [-0.30, -0.55, -0.24], [-0.17, -0.12, 0.10], [-0.52, 0.01, -0.09], [-0.01, 0.17, 0.09], [-0.37, 0.46, -0.27], [-0.06, -0.06, 0.48], [-0.04, 0.56, -0.32], [0.37, -0.13, -0.04], [-0.14, -0.10, -0.01], [0.06, 0.17, 0.14], [0.33, -0.43, -0.33], [0.26, -0.31, 0.10], [-0.12, -0.27, -0.01], [-0.30, -0.01, -0.09], [-0.11, 0.25, -0.05], [0.24, 0.30, 0.04], [-0.04, -0.14, 0.13], [1.29, 0.83, -0.72], [0.19, -0.05, 0.38], [-1.02, -0.11, 0.19], [0.07, -0.32, 0.16], [-0.08, 0.06, 0.27], [0.01, 0.05, 0.04], [0.04, 0.05, 0.03], [0.02, 0.19, 0.34]]}